Molecular formula: C60H42Cl5FGeO5P3STl
Method: DFT, the ωB97M-V functional and the def2-TZVPD basis

Cartesian coordinates (Å):
Tl -0.4197 1.7767 -1.5057
Ge 0.6248 -2.4771 1.2943
Cl -1.0391 7.6634 -0.1469
Cl 4.3352 7.2359 -0.3065
Cl 1.7810 8.8925 0.4214
Cl 4.0575 4.3537 -1.4824
Cl -1.2975 4.7942 -1.3061
S -3.1668 1.2326 -3.6282
P -1.5854 -1.5513 -1.0013
P -0.7400 0.5288 1.9420
P 1.9007 -0.4391 -0.8532
F 1.1657 -3.8001 2.3433
O 1.3233 3.4638 -1.8042
O -1.9626 0.4947 -3.7735
O -3.1772 2.4047 -2.8353
O -2.8384 0.9322 -0.2137
O -4.3009 0.8643 -4.3888
C -1.6396 -3.6237 2.5452
C -4.9339 0.7468 -1.3875
C 1.2489 -0.1117 -3.5066
C 1.3941 4.6650 -1.3461
C -5.7663 0.0253 -2.2306
C 3.5268 -0.4614 3.4354
C -3.3183 -1.4089 5.2890
C 2.6180 -4.9529 -1.4123
C -3.0907 -0.3150 3.1577
C -3.9447 -3.4805 1.8598
C 2.2354 -2.2134 -1.1238
C 2.1957 0.2339 -2.5338
C -1.7006 -0.2959 3.2900
C -0.9813 -4.2308 -1.7354
C 3.3457 1.5659 -4.1796
C 1.7405 1.1406 3.2202
C 5.6548 1.1464 1.3337
C 1.8255 -4.4486 -0.3841
C -1.3214 5.0157 2.9564
C -3.6609 0.2721 -1.1021
C -1.5216 4.0730 3.9593
C 4.5273 -0.6761 0.2373
C 1.3505 0.3782 -4.8012
C 3.4215 1.4433 0.4910
C 3.2293 -4.0680 -2.3064
C 5.6456 -0.1675 0.8843
C -2.2253 -2.4556 0.5055
C -4.0567 -1.6410 -2.4567
C -1.2649 -2.8728 1.4321
C 2.7702 6.5613 -0.5762
C 1.6358 7.3142 -0.2647
C -0.6748 -5.2345 -2.6480
C -0.9998 -3.6942 -4.4547
C -1.0054 2.2857 2.4177
C 2.4029 1.2225 -5.1378
C -0.6910 -4.9743 -4.0087
C -1.1328 -0.8537 4.4339
C 3.0191 0.8080 3.6643
C 0.3871 6.7586 -0.5125
C 3.0383 -2.6985 -2.1534
C -1.3669 2.7175 3.6935
C -0.9539 4.6001 1.6844
C 4.5419 1.9514 1.1378
C 3.4079 0.1293 0.0252
C -3.1830 -0.9054 -1.6586
C -1.3038 -2.9500 -2.1681
C -3.8946 -0.8642 4.1464
C 3.2429 1.0795 -2.8812
C 2.6495 5.2837 -1.0991
C -1.9376 -1.4039 5.4273
C 1.6279 -3.0755 -0.2559
C 0.2778 5.4748 -1.0371
C 1.4880 -1.0615 2.2891
C -1.2918 -2.6927 -3.5425
C -3.5599 -2.7506 0.7367
C -0.7982 3.2439 1.4248
C -2.9792 -3.9355 2.7617
C -5.3331 -1.1794 -2.7605
C 2.7616 -1.3930 2.7407
C 0.9623 0.2056 2.5506
H -5.9900 -1.7662 -3.3910
H 4.5194 -0.7247 3.7790
H -0.0582 -0.8578 4.5639
H 6.5334 1.5455 1.8274
H -0.4584 -5.7583 -4.7191
H 4.5472 2.9803 1.4763
H -4.9710 -0.8694 4.0242
H 0.4374 -0.7921 -3.2501
H 3.1597 -2.3837 2.5495
H -3.7349 -2.6006 -2.8364
H -0.7870 5.3260 0.8944
H -6.7558 0.4014 -2.4631
H -1.5176 1.9968 4.4889
H 4.5296 -1.7019 -0.1095
H -3.1795 1.8147 -0.0334
H 0.6054 0.1069 -5.5400
H -0.8883 -3.9615 3.2439
H -0.9758 -4.4624 -0.6789
H 3.9777 1.3706 -2.1427
H -3.9432 -1.8345 6.0648
H 1.3540 2.1347 3.4101
H 3.8561 -4.4411 -3.1074
H 6.5152 -0.7980 1.0300
H -3.2658 -4.5152 3.6306
H -0.4221 -6.2249 -2.2867
H -1.4426 6.0716 3.1674
H -4.9952 -3.6910 2.0239
H -1.5147 -1.6934 -3.9091
H 2.4868 1.6116 -6.1453
H -5.2692 1.6771 -0.9353
H -0.4862 2.9299 0.4322
H -1.0096 -3.4724 -5.5158
H 2.5625 2.0866 0.3172
H 4.1662 2.2249 -4.4362
H -1.7920 4.3934 4.9588
H 1.3680 -5.1249 0.3284
H -4.3322 -2.4152 0.0481
H -1.4786 -1.8264 6.3136
H 2.7641 -6.0219 -1.5114
H 3.6122 1.5453 4.1929
H -3.5470 0.1076 2.2624
H 3.5187 -2.0084 -2.8371

Computed properties:
- LUMO energy: -0.65 eV
- Gap between HOMO and LUMO: 6.9 eV
- Energy above the lowest of the compared OMol25 structures with the same formula, charge and spin: 1.1444 eV

Molecular formula: C23H16ClCoN3O8S2
Method: DFT, the ωB97M-V functional and the def2-TZVPD basis

Cartesian coordinates (Å):
Co 0.7271 -0.7360 0.6753
Cl 2.1163 -1.3744 -1.0387
S -0.8083 2.4166 -1.2910
S 3.1615 1.5737 3.5243
O -1.6243 -0.6925 -2.9861
O -0.8940 -1.0766 -0.4949
O -0.0952 -2.0296 2.0722
O -2.1807 -2.4102 -4.1383
O -3.2306 -6.8261 -0.1177
O -1.7630 -3.2901 2.8422
O -1.2764 3.6832 -0.6480
O -3.5351 -6.4389 -2.2129
N -3.1452 -6.0954 -1.0986
N -0.2829 0.7986 1.6725
N -1.9078 -1.8782 -3.0626
C -1.5815 1.0556 1.6051
C 1.8511 0.9811 2.5581
C -1.4102 2.6954 3.3215
C 3.7292 2.6518 -1.2721
C 0.9765 2.5372 -1.3753
C -2.1968 1.9988 2.4116
C -1.1564 2.6084 -3.0533
C 1.5883 3.4449 -0.5242
C 4.1996 0.3734 2.8456
C -1.4105 -2.2189 -0.6140
C 1.7217 1.6645 -2.1529
C -0.0594 2.4200 3.4105
C -1.1083 -2.7744 1.9309
C -2.5657 -4.7925 -0.9371
C 2.1747 -0.0880 1.7599
C -1.5494 -3.1396 0.4972
C -1.9353 -2.6959 -1.8698
C 3.5566 -0.4145 1.9424
C 3.1046 1.7347 -2.1036
C -2.1264 -4.3668 0.3270
C 2.9724 3.5007 -0.4777
C 0.4851 1.4457 2.5735
C -2.4760 -3.9616 -2.0339
H 5.2350 0.3299 3.1434
H 4.8101 2.6772 -1.2133
H 3.4591 4.1894 0.2019
H 0.9699 4.0842 0.0916
H -2.1229 0.4839 0.8621
H 4.0451 -1.2071 1.3950
H -1.8502 3.4506 3.9623
H 3.6891 1.0258 -2.6738
H 0.5740 2.9333 4.1223
H -3.2558 2.1864 2.3119
H -0.5595 3.4216 -3.4613
H 1.2382 0.8900 -2.7328
H -0.9804 1.6687 -3.5713
H -2.2551 -4.9939 1.1966
H -2.2158 2.8531 -3.0987
H -2.8258 -4.2774 -3.0029

Computed properties:
- LUMO energy (spin up / spin down): 4.14 / 4.15 eV
- Gap between HOMO and LUMO (spin up / spin down): 6.6 / 6.4 eV
- Charge: -2
- Multiplicity: 2
- Energy above the lowest of the compared OMol25 structures with the same formula, charge and spin: 0.7540 eV

Molecular formula: C36H68Br2ClO9P
Method: DFT, the ωB97M-V functional and the def2-TZVPD basis

Cartesian coordinates (Å):
Br -2.9974 2.4089 -2.4702
Br -1.3166 0.1638 1.2651
Cl 0.0497 -1.4104 -3.8502
P -0.8262 -0.3362 -2.1007
O 2.0448 -1.2461 2.8088
O -2.6016 0.1650 -5.0798
O -2.8898 -1.9683 -4.8480
O 3.6362 -4.5475 -2.8418
O 5.0232 1.7442 2.5621
O 1.8318 3.1882 -1.3503
O 1.7531 -5.5701 5.5155
O -4.9167 3.6775 -5.0543
O -6.0046 3.9384 1.1039
C -4.8348 2.4272 -5.7594
C 0.3794 -7.0345 6.7748
C 6.0816 3.6626 1.6619
C 3.7526 -4.5240 -4.2702
C -1.6204 0.6028 -0.6316
C -5.8582 5.3611 1.1991
C -6.9872 4.6451 3.1419
C 2.3165 1.8583 -1.5305
C -6.8855 5.8403 2.2103
C 1.7338 -2.4283 3.5571
C 1.8889 -0.6462 5.0965
C 5.1221 -5.0895 -4.6065
C -6.2361 4.2141 -5.2160
C 2.3239 -0.1738 3.7192
C 2.4407 -1.8383 -0.6996
C -3.0243 2.4382 0.4502
C -6.9141 3.3975 -6.3025
C 2.1174 -2.1451 4.9984
C 2.0063 3.9993 -2.5055
C 0.1058 1.1541 -2.7331
C -2.5057 -0.9434 -2.7570
C -2.4332 1.6674 -0.7598
C 2.4793 -5.9641 6.6863
C 4.7049 -5.3310 -2.2975
C 0.4070 -6.0509 5.6174
C 1.6596 1.0688 -2.6971
C -0.0114 -1.6440 -1.0074
C -2.6518 -0.9496 -4.2967
C 1.4556 -6.4725 7.6871
C 4.1855 2.2671 1.5236
C 6.0986 2.6587 2.8027
C -6.8395 3.4822 2.1756
C 1.3096 -1.2331 -0.3487
C -6.2547 2.0408 -6.1328
C 5.3474 -6.0638 -3.4629
C 4.6039 3.7110 1.3099
H 6.6527 3.2748 0.8136
H 2.2714 -3.2794 3.1380
H 5.1610 -5.5515 -5.5928
H 4.8126 -6.9972 -3.6591
H 4.4029 4.0664 0.2993
H -0.7421 -2.1248 -0.3171
H -6.6697 3.8082 -7.2862
H 4.0756 4.3619 2.0120
H 3.0944 4.0967 -2.7133
H -3.6578 3.2841 0.1193
H 1.7954 0.7267 3.3971
H -6.7595 4.1152 -4.2587
H 3.1378 2.1720 1.8145
H 2.3898 -2.7861 -1.2641
H -7.9993 3.3750 -6.2031
H -0.1892 2.1134 -2.2592
H -6.7246 1.4999 -5.3066
H -0.1765 1.2685 -3.8035
H 1.4115 3.6666 -3.3807
H -3.3492 -0.3663 -2.3283
H -4.2182 2.5847 -6.6512
H -7.8064 3.1934 1.7502
H -7.9151 4.6091 3.7123
H 2.9526 -5.1465 -4.6841
H 0.1091 -6.5055 4.6715
H 5.4148 -4.6472 -1.8190
H 1.3105 -0.4503 0.4228
H 1.0520 -5.6374 8.2666
H 2.2001 1.3538 -0.5475
H -7.8463 6.0095 1.7165
H 3.4001 0.0245 3.6874
H 0.2526 -2.4634 -1.7059
H -4.8383 5.5734 1.5390
H 4.3112 -6.0094 -1.5389
H -2.6879 -1.9933 -2.4448
H 3.0505 -5.1143 7.0646
H 1.6386 5.0124 -2.2301
H -5.9964 5.8092 0.2139
H 0.8240 -0.4422 5.2438
H 2.0845 0.0501 -2.6772
H -6.3043 1.4135 -7.0223
H 2.4419 -0.1676 5.9049
H 3.1803 -6.7546 6.3981
H 0.6576 -2.6146 3.4621
H 0.6691 -8.0299 6.4272
H 1.5368 -2.7265 5.7139
H 5.9171 3.1480 3.7659
H -2.0936 0.8829 -4.6649
H 3.4263 1.9178 -1.6862
H 4.3532 1.6683 0.6220
H -6.3886 2.6039 2.6410
H -4.3514 1.6832 -5.1307
H -3.5274 1.7755 1.1716
H -0.2445 -5.1914 5.8118
H 6.3965 -6.3026 -3.2886
H 5.8737 -4.2959 -4.5714
H 1.8676 -7.2023 8.3838
H 3.6191 -3.5028 -4.6305
H 3.4033 -1.4038 -0.3789
H -2.1433 2.9087 0.9455
H 2.0325 1.5344 -3.6374
H -6.5920 6.7635 2.7096
H 7.0390 2.1084 2.8648
H 3.1761 -2.3698 5.1547
H -0.6008 -7.1101 7.2453
H -6.1702 5.2740 -5.4681
H -6.1524 4.6531 3.8483
H 6.4999 4.6299 1.9400

Computed properties:
- LUMO energy: 0.46 eV
- Structure (SMILES): C=CCP(Cl)(CCCOC)(CC(=O)O)/C(Br)=C(/C)Br.C1CCOC1.C1CCOC1.C1CCOC1.C1CCOC1.C1CCOC1.C1CCOC1
- Gap between HOMO and LUMO: 9.5 eV

Molecular formula: C21H26BF6NO2S
Method: DFT, the ωB97M-V functional and the def2-TZVPD basis

Cartesian coordinates (Å):
S 0.8028 0.9522 2.4799
F 4.9257 1.9611 -2.1421
F 4.9565 1.7130 0.0472
F -0.0398 3.5098 -4.0245
F 1.2529 5.2666 -3.7273
F -0.6675 5.1247 -2.6578
F 5.2211 3.7159 -0.8359
O -1.9000 -2.5705 -1.4183
O 0.2714 -3.3727 -0.7356
N 0.0363 -1.0004 -1.5867
C 1.0896 3.6841 -1.9436
C -1.9338 -2.9849 2.3359
C -2.2817 -4.7659 0.6186
C 0.2969 3.1801 -0.9189
C -2.2970 -2.3408 -0.0335
C 0.8859 2.4257 0.1142
C -0.6023 -0.3948 -2.7879
C 1.4983 -1.0130 -1.7923
C -1.6585 -3.4037 0.8979
C 3.0434 2.7592 -0.9320
C 2.2817 2.2437 0.1037
C 0.4178 4.4050 -3.0806
C -0.3102 -0.2074 -0.3446
C -0.7007 0.8364 3.3084
C -1.7220 1.4634 2.5984
C -0.8095 0.2333 4.6531
C 0.0496 1.7215 1.0831
C 2.4620 3.4844 -1.9690
C -1.2848 2.0332 1.3826
C 4.5313 2.5348 -0.9582
C -0.1221 -3.5241 0.6759
B -0.5305 -2.5501 -1.4535
H 0.4681 -0.3385 0.4036
H -3.0141 -2.9220 2.5189
H 1.7109 -1.4077 -2.7936
H -0.7736 0.7231 -0.6607
H -2.1064 -5.0527 -0.4275
H -0.7771 3.3595 -0.9350
H 1.8895 0.0084 -1.7017
H -0.3406 0.6684 -2.8561
H -1.7499 0.5474 5.1164
H -1.8313 -5.5159 1.2804
H -3.3617 -4.7366 0.8053
H -1.9970 -1.3106 0.2823
H -1.9260 2.5757 0.6953
H 0.2320 -4.5263 0.9494
H -1.6890 -0.5098 -2.7217
H -3.3932 -2.4173 -0.0174
H 0.4314 -2.7730 1.2659
H -0.7942 -0.8649 4.5896
H -1.4960 -1.9968 2.5358
H -0.2336 -0.9166 -3.6803
H 1.9806 -1.6548 -1.0486
H -2.7402 1.5162 2.9830
H 3.0677 3.8956 -2.7643
H 2.7687 1.6770 0.8909
H 0.0186 0.5606 5.2930
H -1.5066 -3.7082 3.0405

Computed properties:
- LUMO energy: -0.14 eV
- Gap between HOMO and LUMO: 6.0 eV
- Energy above the lowest of the compared OMol25 structures with the same formula, charge and spin: 0.1924 eV

Molecular formula: C10H16CoN3O2S
Method: DFT, the ωB97M-V functional and the def2-TZVPD basis

Cartesian coordinates (Å):
Co -0.8860 0.5016 0.9145
S -1.5197 2.4966 5.0129
O -1.2761 -1.6016 0.8432
O -1.9064 0.4276 -0.8475
N 0.8551 0.5665 0.2277
N -1.1338 1.2976 2.5501
N 4.6584 0.9368 -1.3555
C -1.9604 -2.0711 2.0235
C 1.4803 -0.4877 -0.3226
C 1.5111 1.7419 0.2720
C -2.7572 -0.7367 -0.8221
C -1.9302 -1.9213 -0.3904
C -1.2836 0.6836 -2.1182
C 3.4245 0.8156 -0.8340
C 2.7373 -0.4126 -0.8578
C -1.2911 1.8207 3.6131
C 2.7676 1.9091 -0.2426
H -2.0509 0.7149 -2.8896
H 5.1663 1.8003 -1.2876
H 5.1455 0.1405 -1.7253
H 0.9431 -1.4267 -0.3008
H -0.7999 1.6530 -2.0435
H 0.9922 2.5623 0.7512
H -3.5517 -0.5151 -0.1097
H -1.1422 -2.1216 -1.1182
H 3.1942 -1.2975 -1.2794
H -2.8962 -1.5300 2.1724
H -3.2047 -0.8977 -1.8036
H -2.5386 -2.8213 -0.2889
H -0.5430 -0.0812 -2.3566
H -1.2986 -1.8844 2.8630
H -2.1517 -3.1389 1.9281
H 3.2462 2.8768 -0.1777

Computed properties:
- LUMO energy (spin up / spin down): -4.27 / -3.32 eV
- Gap between HOMO and LUMO (spin up / spin down): 6.8 / 7.9 eV
- Charge: +1
- Multiplicity: 2
- Energy above the lowest of the compared OMol25 structures with the same formula, charge and spin: 0.2189 eV

Molecular formula: C21H24Cl5IKN3O2PS
Method: DFT, the ωB97M-V functional and the def2-TZVPD basis

Cartesian coordinates (Å):
I 2.2359 -2.7811 -1.3418
K -0.3184 0.6772 -0.7530
Cl -0.7357 6.9039 -1.2901
Cl -6.0047 5.7861 -1.5963
Cl -5.3679 2.7376 -1.3495
Cl -0.1041 3.8514 -1.0643
Cl -3.6928 7.8899 -1.5506
S 3.0484 0.4893 0.2619
P -2.8858 -1.2700 0.5501
O 2.3365 1.3782 -0.7094
O -2.5071 2.1608 -1.0551
N -4.8415 -3.2425 0.1323
N -5.5567 -0.9199 -0.2372
N -4.0998 -2.0303 -1.8661
C -2.8331 -1.5602 -1.2967
C 4.4512 3.2913 3.5978
C 0.5276 -2.0070 -0.1307
C 4.2268 1.0584 2.6967
C -3.3418 6.1998 -1.4203
C -2.7610 3.3891 -1.1790
C -5.1731 -1.0629 -1.6397
C -5.8915 -2.2365 0.2915
C -1.7480 4.4016 -1.1895
C -3.6630 -2.9134 0.9453
C -4.3663 5.2527 -1.4331
C 3.6417 1.5821 1.5549
C 4.6399 0.1651 -0.4932
C 4.8561 4.2189 4.7113
C -4.4908 -3.3090 -1.2865
C -2.0291 5.7509 -1.2984
C 4.6374 1.9165 3.7063
C -4.4727 -0.3005 0.5345
C 3.4387 2.9468 1.4268
C 3.8472 3.7915 2.4469
C -4.0902 3.9027 -1.3222
H -6.7794 -2.5982 -0.2354
H -6.1320 -2.1413 1.3532
H 2.9523 3.3247 0.5365
H -4.8132 -0.1519 1.5638
H -3.6761 -4.0242 -1.4189
H 5.3661 5.1013 4.3233
H -4.2494 0.6841 0.1189
H -2.9132 -3.6987 0.8178
H 5.0979 1.5093 4.5991
H -3.9518 -2.9154 2.0005
H 3.9797 4.5644 5.2637
H 5.0728 1.1172 -0.7974
H 0.9594 -2.1333 0.8740
H -6.0510 -1.3988 -2.1994
H 5.5213 3.7234 5.4179
H 5.2783 -0.3587 0.2170
H -0.1539 -2.8676 -0.2277
H 3.6854 4.8593 2.3523
H -4.8596 -0.0901 -2.0208
H -2.5518 -0.6352 -1.8054
H 4.3534 -0.0129 2.8061
H -2.0486 -2.2922 -1.5028
H 4.4293 -0.4790 -1.3450
H -5.3678 -3.6721 -1.8305

Computed properties:
- LUMO energy: 2.10 eV
- Gap between HOMO and LUMO: 6.2 eV
- Charge: -1
- Energy above the lowest of the compared OMol25 structures with the same formula, charge and spin: 1.0107 eV